A 12-piece molecular cluster, C72H180N12O24 overall. Source: the OMol25 dataset; level of theory: wB97M-V/def2-TZVPD.

Bonds (Å) are listed after each position.
CARTESIAN COORDINATES (ANGSTROEM)
1 C 20.6548 16.4284 -9.4547  O2 1.390, H10 1.090, H11 1.090, H12 1.090
2 O 20.3160 15.1979 -10.0042  C1 1.390, C3 1.437
3 C 20.4779 14.0511 -9.1535  O2 1.437, C4 1.545, H13 1.090, H14 1.090
4 C 20.6413 12.8218 -10.0752  C3 1.545, N5 1.416, H15 1.090, H16 1.090
5 N 19.5239 12.6044 -10.9168  C4 1.416, C6 1.451, H17 1.010
6 C 18.2740 12.3690 -10.2188  N5 1.451, C7 1.564, H18 1.090, H19 1.090
7 C 17.1306 12.1964 -11.2720  C6 1.564, O8 1.434, H20 1.090, H21 1.090
8 O 16.8055 13.4998 -11.7738  C7 1.434, C9 1.376
9 C 15.5060 13.5588 -12.2208  O8 1.376, H22 1.090, H23 1.090, H24 1.090
10 H 20.0207 16.5696 -8.5795  C1 1.090
11 H 20.4114 17.1096 -10.2700  C1 1.090
12 H 21.7195 16.5680 -9.2676  C1 1.090
13 H 19.5319 13.9986 -8.6145  C3 1.090
14 H 21.3426 14.1123 -8.4927  C3 1.090
15 H 20.8918 11.8743 -9.5982  C4 1.090
16 H 21.3653 13.0589 -10.8548  C4 1.090
17 H 19.4197 13.3088 -11.6331  N5 1.010
18 H 18.0031 13.2111 -9.5819  C6 1.090
19 H 18.3868 11.4547 -9.6363  C6 1.090
20 H 16.3724 11.9212 -10.5387  C7 1.090
21 H 17.3873 11.5748 -12.1297  C7 1.090
22 H 14.9261 13.6072 -11.2992  C9 1.090
23 H 15.0687 12.6304 -12.5882  C9 1.090
24 H 15.4011 14.4125 -12.8904  C9 1.090
25 C 43.6084 28.1548 -11.9000  O26 1.455, H34 1.090, H35 1.090, H36 1.090
26 O 42.3177 27.8813 -11.2864  C25 1.455, C27 1.413
27 C 41.2142 28.5868 -11.8160  O26 1.413, C28 1.549, H37 1.090, H38 1.090
28 C 39.8601 28.0706 -11.2702  C27 1.549, N29 1.476, H39 1.090, H40 1.090
29 N 39.2877 26.8362 -11.8424  C28 1.476, C30 1.420, H41 1.010
30 C 40.1839 25.7627 -11.5936  N29 1.420, C31 1.548, H42 1.090, H43 1.090
31 C 39.4064 24.4394 -11.7920  C30 1.548, O32 1.428, H44 1.090, H45 1.090
32 O 38.4013 24.2058 -10.8051  C31 1.428, C33 1.437
33 C 38.9851 23.9145 -9.5248  O32 1.437, H46 1.090, H47 1.090, H48 1.090
34 H 43.7069 29.2260 -12.0761  C25 1.090
35 H 43.8399 27.5739 -12.7927  C25 1.090
36 H 44.4160 27.9180 -11.2073  C25 1.090
37 H 41.2060 28.6496 -12.9042  C27 1.090
38 H 41.3829 29.6472 -11.6283  C27 1.090
39 H 39.1542 28.8131 -11.6423  C28 1.090
40 H 39.5894 28.0516 -10.2145  C28 1.090
41 H 38.3549 26.5535 -11.5776  N29 1.010
42 H 40.7913 25.7380 -10.6888  C30 1.090
43 H 40.9922 25.7508 -12.3247  C30 1.090
44 H 39.9307 23.5044 -11.9897  C31 1.090
45 H 39.0451 24.3707 -12.8181  C31 1.090
46 H 39.3437 24.6699 -8.8255  C33 1.090
47 H 39.7993 23.1898 -9.5259  C33 1.090
48 H 38.1973 23.3275 -9.0527  C33 1.090
49 C 42.4180 16.4013 -12.0093  O50 1.429, H58 1.090, H59 1.090, H60 1.090
50 O 43.1077 17.6195 -11.7237  C49 1.429, C51 1.391
51 C 43.4596 17.9268 -10.4135  O50 1.391, C52 1.582, H61 1.090, H62 1.090
52 C 44.4277 16.8753 -9.7358  C51 1.582, N53 1.510, H63 1.090, H64 1.090
53 N 43.6478 15.6845 -9.2318  C52 1.510, C54 1.512, H65 1.010
54 C 44.5397 14.5204 -8.8617  N53 1.512, C55 1.662, H66 1.090, H67 1.090
55 C 45.5240 14.6494 -7.5291  C54 1.662, O56 1.443, H68 1.090, H69 1.090
56 O 46.7603 15.2168 -8.0093  C55 1.443, C57 1.403
57 C 47.0732 16.3025 -7.1771  O56 1.403, H70 1.090, H71 1.090, H72 1.090
58 H 42.9477 15.5141 -11.6625  C49 1.090
59 H 42.2048 16.3731 -13.0779  C49 1.090
60 H 41.4338 16.5861 -11.5788  C49 1.090
61 H 42.5354 18.0808 -9.8565  C51 1.090
62 H 43.9981 18.8695 -10.5102  C51 1.090
63 H 44.7580 17.2963 -8.7861  C52 1.090
64 H 45.2936 16.5177 -10.2929  C52 1.090
65 H 43.1935 15.8870 -8.3528  N53 1.010
66 H 45.0721 14.3496 -9.7974  C54 1.090
67 H 43.8764 13.6940 -8.6065  C54 1.090
68 H 45.8031 13.6742 -7.1301  C55 1.090
69 H 45.0837 15.1725 -6.6802  C55 1.090
70 H 47.4450 15.8497 -6.2580  C57 1.090
71 H 46.2894 16.9660 -6.8116  C57 1.090
72 H 47.9236 16.8631 -7.5652  C57 1.090
73 C 32.9544 21.8588 0.5368  O74 1.411, H82 1.090, H83 1.090, H84 1.090
74 O 32.9155 22.7778 1.6063  C73 1.411, C75 1.408
75 C 32.7098 24.1449 1.3380  O74 1.408, C76 1.526, H85 1.090, H86 1.090
76 C 32.6214 25.0888 2.5331  C75 1.526, N77 1.453, H87 1.090, H88 1.090
77 N 31.3192 25.7272 2.6210  C76 1.453, C78 1.490, H89 1.010
78 C 31.1759 26.7323 3.7121  N77 1.490, C79 1.521, H90 1.090, H91 1.090
79 C 29.7548 26.9754 4.1971  C78 1.521, O80 1.445, H92 1.090, H93 1.090
80 O 29.1160 25.7212 4.5260  C79 1.445, C81 1.456
81 C 27.7713 25.6889 5.0829  O80 1.456, H94 1.090, H95 1.090, H96 1.090
82 H 32.0704 21.6315 -0.0590  C73 1.090
83 H 33.3591 20.8897 0.8286  C73 1.090
84 H 33.6803 22.2563 -0.1725  C73 1.090
85 H 31.8868 24.2653 0.6334  C75 1.090
86 H 33.6799 24.3767 0.8983  C75 1.090
87 H 33.3913 25.8214 2.2907  C76 1.090
88 H 33.0107 24.5986 3.4254  C76 1.090
89 H 30.8017 24.9752 3.0533  N77 1.010
90 H 31.5858 27.6868 3.3818  C78 1.090
91 H 31.6842 26.5433 4.6576  C78 1.090
92 H 29.2354 27.5107 3.4023  C79 1.090
93 H 29.7154 27.6586 5.0455  C79 1.090
94 H 27.2506 24.7343 5.0078  C81 1.090
95 H 27.0018 26.2235 4.5260  C81 1.090
96 H 27.7970 25.9526 6.1403  C81 1.090
97 C 23.4408 14.7114 -19.4157  O98 1.391, H106 1.090, H107 1.090, H108 1.090
98 O 22.2306 15.3813 -19.5647  C97 1.391, C99 1.447
99 C 21.2183 14.8524 -18.6758  O98 1.447, C100 1.554, H109 1.090, H110 1.090
100 C 20.1682 15.9542 -18.3632  C99 1.554, N101 1.476, H111 1.090, H112 1.090
101 N 20.6466 16.9654 -17.4003  C100 1.476, C102 1.606, H113 1.010
102 C 21.6979 17.9985 -18.0391  N101 1.606, C103 1.538, H114 1.090, H115 1.090
103 C 22.0433 19.0813 -17.0033  C102 1.538, O104 1.407, H116 1.090, H117 1.090
104 O 22.9708 18.6554 -16.0352  C103 1.407, C105 1.468
105 C 22.9049 17.2952 -15.4882  O104 1.468, H118 1.090, H119 1.090, H120 1.090
106 H 23.6112 14.3517 -18.4010  C97 1.090
107 H 24.2420 15.4501 -19.4415  C97 1.090
108 H 23.5741 13.9009 -20.1322  C97 1.090
109 H 21.6577 14.4320 -17.7712  C99 1.090
110 H 20.7626 14.0543 -19.2619  C99 1.090
111 H 19.3004 15.4236 -17.9713  C100 1.090
112 H 19.8040 16.4528 -19.2615  C100 1.090
113 H 19.9409 17.5395 -16.9617  N101 1.010
114 H 21.0971 18.3873 -18.8613  C102 1.090
115 H 22.5959 17.6051 -18.5155  C102 1.090
116 H 21.1477 19.2302 -16.4001  C103 1.090
117 H 22.2556 20.0043 -17.5428  C103 1.090
118 H 22.0032 17.1072 -14.9053  C105 1.090
119 H 23.8321 17.1586 -14.9317  C105 1.090
120 H 22.8741 16.5787 -16.3091  C105 1.090
121 C 36.8781 17.4940 -6.6574  O122 1.428, H130 1.090, H131 1.090, H132 1.090
122 O 36.5233 16.1177 -6.7933  C121 1.428, C123 1.463
123 C 35.7990 15.7163 -7.9999  O122 1.463, C124 1.552, H133 1.090, H134 1.090
124 C 34.4471 16.4779 -8.0275  C123 1.552, N125 1.444, H135 1.090, H136 1.090
125 N 33.4648 15.7613 -8.8072  C124 1.444, C126 1.514, H137 1.010
126 C 33.4767 15.8333 -10.3191  N125 1.514, C127 1.493, H138 1.090, H139 1.090
127 C 32.6156 16.9028 -10.9059  C126 1.493, O128 1.470, H140 1.090, H141 1.090
128 O 31.3257 16.8821 -10.2011  C127 1.470, C129 1.369
129 C 30.5990 18.0423 -10.1880  O128 1.369, H142 1.090, H143 1.090, H144 1.090
130 H 36.0237 18.1573 -6.5227  C121 1.090
131 H 37.3329 17.8446 -7.5838  C121 1.090
132 H 37.5676 17.5827 -5.8179  C121 1.090
133 H 35.5317 14.6757 -7.8165  C123 1.090
134 H 36.4107 15.9152 -8.8799  C123 1.090
135 H 34.5282 17.5510 -8.2005  C124 1.090
136 H 34.1227 16.3755 -6.9919  C124 1.090
137 H 32.5141 15.8954 -8.4936  N125 1.010
138 H 33.2622 14.8707 -10.7835  C126 1.090
139 H 34.4851 15.8621 -10.7319  C126 1.090
140 H 32.7302 16.9615 -11.9882  C127 1.090
141 H 33.0418 17.8466 -10.5656  C127 1.090
142 H 29.5769 17.7769 -9.9181  C129 1.090
143 H 30.2984 18.4409 -11.1569  C129 1.090
144 H 30.9448 18.8797 -9.5818  C129 1.090
145 C 40.4709 21.0467 1.3519  O146 1.417, H154 1.090, H155 1.090, H156 1.090
146 O 39.7085 20.1693 2.1619  C145 1.417, C147 1.403
147 C 40.0591 19.8360 3.4791  O146 1.403, C148 1.521, H157 1.090, H158 1.090
148 C 39.1691 20.3839 4.5840  C147 1.521, N149 1.459, H159 1.090, H160 1.090
149 N 39.1219 21.8200 4.8345  C148 1.459, C150 1.488, H161 1.010
150 C 38.0710 22.1090 5.8477  N149 1.488, C151 1.516, H162 1.090, H163 1.090
151 C 38.0808 23.5401 6.3483  C150 1.516, O152 1.446, H164 1.090, H165 1.090
152 O 37.2717 24.3624 5.4767  C151 1.446, C153 1.410
153 C 36.8815 25.5282 6.1670  O152 1.410, H166 1.090, H167 1.090, H168 1.090
154 H 41.4534 21.1744 1.8064  C145 1.090
155 H 40.0993 22.0256 1.6546  C145 1.090
156 H 40.4958 20.8468 0.2806  C145 1.090
157 H 41.0755 20.0756 3.7917  C147 1.090
158 H 40.0330 18.7485 3.5472  C147 1.090
159 H 39.3259 19.8730 5.5340  C148 1.090
160 H 38.1666 20.0536 4.3120  C148 1.090
161 H 38.6761 22.0242 3.9515  N149 1.010
162 H 38.2312 21.4626 6.7106  C150 1.090
163 H 37.1706 21.7418 5.3552  C150 1.090
164 H 39.1164 23.8672 6.4417  C151 1.090
165 H 37.6212 23.4794 7.3348  C151 1.090
166 H 35.9390 25.3973 6.6987  C153 1.090
167 H 36.8716 26.3292 5.4279  C153 1.090
168 H 37.6058 25.7671 6.9458  C153 1.090
169 C 46.7897 17.6916 -0.7263  O170 1.447, H178 1.090, H179 1.090, H180 1.090
170 O 46.3277 16.3234 -0.6416  C169 1.447, C171 1.405
171 C 46.9415 15.5567 0.3626  O170 1.405, C172 1.545, H181 1.090, H182 1.090
172 C 46.2683 14.1860 0.5953  C171 1.545, N173 1.414, H183 1.090, H184 1.090
173 N 45.0262 14.3550 1.2495  C172 1.414, C174 1.505, H185 1.010
174 C 44.1830 13.1206 1.4212  N173 1.505, C175 1.536, H186 1.090, H187 1.090
175 C 43.8164 12.4149 0.1069  C174 1.536, O176 1.455, H188 1.090, H189 1.090
176 O 42.9711 13.3193 -0.6586  C175 1.455, C177 1.320
177 C 42.7799 13.0026 -1.9260  O176 1.320, H190 1.090, H191 1.090, H192 1.090
178 H 46.3495 18.3150 0.0521  C169 1.090
179 H 46.4899 18.0966 -1.6928  C169 1.090
180 H 47.8498 17.8020 -0.9546  C169 1.090
181 H 47.0811 16.0274 1.3358  C171 1.090
182 H 47.8862 15.4279 -0.1658  C171 1.090
183 H 46.9287 13.6505 1.2774  C172 1.090
184 H 46.2997 13.4339 -0.1931  C172 1.090
185 H 44.5218 14.9984 0.6564  N173 1.010
186 H 43.2250 13.2663 1.9202  C174 1.090
187 H 44.6942 12.3903 2.0485  C174 1.090
188 H 43.2859 11.4874 0.3220  C175 1.090
189 H 44.7226 12.1118 -0.4176  C175 1.090
190 H 43.7589 13.1179 -2.3912  C177 1.090
191 H 41.8866 13.5266 -2.2659  C177 1.090
192 H 42.4857 11.9556 -1.9984  C177 1.090
193 C 22.7196 22.8601 -25.4604  O194 1.462, H202 1.090, H203 1.090, H204 1.090
194 O 23.1103 21.8294 -24.4991  C193 1.462, C195 1.367
195 C 23.7414 20.7266 -25.0033  O194 1.367, C196 1.567, H205 1.090, H206 1.090
196 C 24.2030 19.6503 -23.9626  C195 1.567, N197 1.523, H207 1.090, H208 1.090
197 N 25.2635 20.2742 -23.0649  C196 1.523, C198 1.479, H209 1.010
198 C 26.5035 19.4708 -22.9906  N197 1.479, C199 1.481, H210 1.090, H211 1.090
199 C 27.3502 19.8900 -21.8501  C198 1.481, O200 1.412, H212 1.090, H213 1.090
200 O 26.7031 19.5419 -20.6448  C199 1.412, C201 1.410
201 C 27.3129 19.9971 -19.4576  O200 1.410, H214 1.090, H215 1.090, H216 1.090
202 H 23.3607 22.8897 -26.3414  C193 1.090
203 H 22.6707 23.8035 -24.9167  C193 1.090
204 H 21.6841 22.6480 -25.7265  C193 1.090
205 H 24.6432 21.0864 -25.4988  C195 1.090
206 H 23.0689 20.3060 -25.7509  C195 1.090
207 H 24.7928 18.9029 -24.4933  C196 1.090
208 H 23.4401 19.1276 -23.3856  C196 1.090
209 H 24.9146 20.4120 -22.1271  N197 1.010
210 H 27.1279 19.5307 -23.8820  C198 1.090
211 H 26.1981 18.4334 -22.8533  C198 1.090
212 H 27.8662 20.8500 -21.8691  C199 1.090
213 H 28.2704 19.3165 -21.9621  C199 1.090
214 H 26.5535 19.9314 -18.6785  C201 1.090
215 H 27.6913 21.0119 -19.5807  C201 1.090
216 H 28.1294 19.3248 -19.1941  C201 1.090
217 C 37.1678 7.2587 -14.3544  O218 1.473, H226 1.090, H227 1.090, H228 1.090
218 O 37.3632 8.7170 -14.2796  C217 1.473, C219 1.420
219 C 38.4240 9.1827 -15.0999  O218 1.420, C220 1.567, H229 1.090, H230 1.090
220 C 37.9659 10.6466 -15.4209  C219 1.567, N221 1.475, H231 1.090, H232 1.090
221 N 36.6169 10.5887 -16.0138  C220 1.475, C222 1.464, H233 1.010
222 C 35.8444 11.7734 -15.6376  N221 1.464, C223 1.585, H234 1.090, H235 1.090
223 C 36.2712 12.9587 -16.5989  C222 1.585, O224 1.450, H236 1.090, H237 1.090
224 O 35.4953 14.1620 -16.3719  C223 1.450, C225 1.424
225 C 35.7346 15.2278 -17.2856  O224 1.424, H238 1.090, H239 1.090, H240 1.090
226 H 36.2924 6.9566 -13.7796  C217 1.090
227 H 37.9977 6.6809 -13.9474  C217 1.090
228 H 36.9123 7.0347 -15.3901  C217 1.090
229 H 38.5254 8.7894 -16.1114  C219 1.090
230 H 39.4201 9.0379 -14.6815  C219 1.090
231 H 38.6236 11.1433 -16.1343  C220 1.090
232 H 38.0310 11.1829 -14.4742  C220 1.090
233 H 36.0928 9.8073 -15.6466  N221 1.010
234 H 36.0292 11.8565 -14.5665  C222 1.090
235 H 34.7699 11.5910 -15.6209  C222 1.090
236 H 36.1901 12.5414 -17.6026  C223 1.090
237 H 37.3424 13.1593 -16.6223  C223 1.090
238 H 35.6102 15.0369 -18.3515  C225 1.090
239 H 36.7855 15.4806 -17.1453  C225 1.090
240 H 35.1201 16.0603 -16.9427  C225 1.090
241 C 29.0239 14.5914 -5.8798  O242 1.454, H250 1.090, H251 1.090, H252 1.090
242 O 29.1985 13.6325 -4.8012  C241 1.454, C243 1.443
243 C 28.9190 12.2666 -5.1728  O242 1.443, C244 1.511, H253 1.090, H254 1.090
244 C 29.4705 11.4403 -4.0339  C243 1.511, N245 1.452, H255 1.090, H256 1.090
245 N 30.8948 11.1894 -4.1616  C244 1.452, C246 1.458, H257 1.010
246 C 31.2562 10.3258 -5.2795  N245 1.458, C247 1.570, H258 1.090, H259 1.090
247 C 32.6918 9.6987 -5.1739  C246 1.570, O248 1.399, H260 1.090, H261 1.090
248 O 32.7371 8.7751 -6.2231  C247 1.399, C249 1.508
249 C 33.7804 8.9474 -7.2979  O248 1.508, H262 1.090, H263 1.090, H264 1.090
250 H 29.8249 14.4348 -6.6023  C241 1.090
251 H 29.0842 15.6001 -5.4714  C241 1.090
252 H 27.9970 14.5044 -6.2346  C241 1.090
253 H 29.3197 11.9839 -6.1463  C243 1.090
254 H 27.8617 12.0016 -5.1666  C243 1.090
255 H 28.8019 10.5810 -3.9834  C244 1.090
256 H 29.2942 11.9947 -3.1122  C244 1.090
257 H 31.4957 11.9905 -4.0303  N245 1.010
258 H 31.0333 10.7994 -6.2356  C246 1.090
259 H 30.5759 9.4750 -5.3170  C246 1.090
260 H 32.6409 9.1593 -4.2280  C247 1.090
261 H 33.4283 10.5020 -5.1553  C247 1.090
262 H 34.7622 8.6356 -6.9416  C249 1.090
263 H 33.8944 9.9796 -7.6292  C249 1.090
264 H 33.4849 8.5959 -8.2865  C249 1.090
265 C 36.1792 11.0361 0.0834  O266 1.470, H274 1.090, H275 1.090, H276 1.090
266 O 35.6617 9.9310 0.9032  C265 1.470, C267 1.455
267 C 36.6169 8.9301 1.3530  O266 1.455, C268 1.593, H277 1.090, H278 1.090
268 C 35.7265 7.6572 1.7082  C267 1.593, N269 1.437, H279 1.090, H280 1.090
269 N 36.4737 6.5887 2.3118  C268 1.437, C270 1.523, H281 1.010
270 C 37.0936 7.1102 3.6019  N269 1.523, C271 1.612, H282 1.090, H283 1.090
271 C 37.5082 5.7172 4.2996  C270 1.612, O272 1.470, H284 1.090, H285 1.090
272 O 36.2276 5.1278 4.7165  C271 1.470, C273 1.422
273 C 36.2383 3.9892 5.5686  O272 1.422, H286 1.090, H287 1.090, H288 1.090
274 H 37.0505 11.3874 0.6362  C265 1.090
275 H 35.4993 11.8781 -0.0466  C265 1.090
276 H 36.4452 10.7888 -0.9443  C265 1.090
277 H 37.2652 9.3927 2.0972  C267 1.090
278 H 37.2829 8.5974 0.5569  C267 1.090
279 H 35.2165 7.2840 0.8201  C268 1.090
280 H 34.9483 7.9383 2.4177  C268 1.090
281 H 35.9642 5.7225 2.4130  N269 1.010
282 H 36.5117 7.7893 4.2251  C270 1.090
283 H 38.0007 7.6876 3.4230  C270 1.090
284 H 37.9707 5.9814 5.2506  C271 1.090
285 H 38.1192 5.1196 3.6231  C271 1.090
286 H 36.8300 4.2454 6.4475  C273 1.090
287 H 36.5735 3.0902 5.0514  C273 1.090
288 H 35.3552 3.7923 6.1764  C273 1.090

Calculated values
Structure (SMILES) = COCCNCCOC.COCCNCCOC.COCCNCCOC.COCCNCCOC.COCCNCCOC.COCCNCCOC.COCCNCCOC.COCCNCCOC.COCCNCCOC.COCCNCCOC.COCCNCCOC.COCCNCCOC
DFT total energy = -5312.9689 hartree
Molar mass = 1598.3 g/mol
ΔE to the lowest compared entry with this formula, charge and spin = 14.274 eV
HOMO energy = -8.17 eV
LUMO energy = 0.426 eV
Gap between HOMO and LUMO = 8.600 eV
Total charge = 0